No. 1
The following is a quantum chemistry calculation of a structure of composition C31H30FeN8O5PS2, from the Open Molecules 2025 dataset.

Structure (XYZ):
```
78
Properties=species:S:1:pos:R:3
Fe 1.03575 1.49115 0.75260
N 5.33808 2.81054 1.37528
C 4.06096 2.33329 1.49843
S 2.79081 3.29964 0.87249
N 3.98132 1.15068 2.08372
N 2.70566 0.70932 2.15440
C 2.48108 -0.31152 2.89148
C 1.08964 -0.73706 3.05227
C 0.72854 -1.84643 3.81344
C -0.61568 -2.14021 3.96228
C -1.55942 -1.32004 3.35897
C -1.10919 -0.24444 2.61048
N 0.17871 0.03633 2.45382
H 5.43064 3.80158 1.23185
H 6.02793 2.36140 1.95733
H 3.28313 -0.81253 3.42849
H 1.49399 -2.44959 4.28330
H -0.92554 -2.99349 4.55186
H -2.61974 -1.50500 3.45861
H -1.80011 0.42964 2.11751
N -0.58387 2.94394 3.79143
C -0.64028 3.48879 2.54293
O -0.32686 2.75153 1.56245
C -1.06164 4.82655 2.39972
C -1.40897 5.57364 3.54776
N -1.66974 6.10232 4.54087
C -1.10603 5.40434 1.11169
N -1.14386 5.86041 0.05177
H -0.03858 2.10311 3.87332
H -0.63776 3.55272 4.59165
C 4.10026 1.88014 -2.09012
S 3.65779 0.22220 -1.58635
C 2.91078 -0.27958 -3.13797
O 2.54112 0.32952 -0.59342
H 3.18526 2.43978 -2.28309
H 4.72556 1.81093 -2.97984
H 4.64438 2.34492 -1.27263
H 3.70461 -0.38687 -3.87609
H 2.18382 0.46547 -3.46215
H 2.42533 -1.23993 -2.97402
O -0.17505 0.00139 -0.24735
P -0.99754 -1.01014 -0.97296
C -0.04981 -2.52812 -1.16476
C -0.41925 -3.53749 -2.05172
C 0.34505 -4.68874 -2.14635
C 1.47979 -4.83376 -1.35636
C 1.85145 -3.82962 -0.47515
C 1.08924 -2.67297 -0.37702
C -1.51031 -0.48078 -2.61360
C -0.72057 0.45252 -3.27756
C -1.05137 0.85946 -4.56055
C -2.17176 0.33053 -5.18528
C -2.96475 -0.59995 -4.52753
C -2.63849 -1.00431 -3.24226
C -2.51972 -1.43695 -0.11444
C -2.71032 -2.68946 0.46112
C -3.86518 -2.95152 1.18577
C -4.81915 -1.95952 1.35103
C -4.62748 -0.70182 0.79003
C -3.48418 -0.44194 0.05423
H -1.29765 -3.42343 -2.67555
H 0.06075 -5.47114 -2.83716
H 2.07693 -5.73297 -1.43396
H 2.73993 -3.93967 0.13271
H 1.38569 -1.86733 0.28271
H 0.14187 0.86365 -2.76992
H -0.44216 1.59533 -5.06906
H -2.43545 0.65262 -6.18406
H -3.84542 -1.00071 -5.01139
H -3.27544 -1.70974 -2.72227
H -1.95953 -3.46047 0.34426
H -4.01538 -3.92839 1.62609
H -5.71806 -2.16410 1.91815
H -5.36988 0.07312 0.92528
H -3.33351 0.53883 -0.38249
O -1.80382 2.55968 -1.05455
N -0.77351 3.12117 -1.17680
O 0.36617 2.75954 -1.10785
```

Output
- Spin multiplicity: 6
- ⟨S²⟩: 8.7643
- LUMO (alpha / beta): -0.06 / -1.44 eV
- HOMO-LUMO gap (alpha / beta): 7.07 / 5.71 eV

Atomic partial charges in e from the Mulliken method, atoms 1 to 8:
1. Fe 0.787
2. N -0.407
3. C 0.403
4. S -0.426
5. N -1.827
6. N 1.222
7. C -0.839
8. C 0.687

No. 2
The following is a quantum chemistry calculation of a structure of composition C29H28F3N2O3P2Pd, from the Open Molecules 2025 dataset.

Structure (XYZ):
```
68
Properties=species:S:1:pos:R:3
Pd 0.59409 -0.33702 -1.29719
N 1.56280 1.27686 1.37703
P 0.56864 -0.14796 1.35968
C 0.34266 -0.30630 3.21213
C -0.85344 -0.88820 3.62950
C -1.11350 -1.12099 4.97602
C -0.17871 -0.76208 5.93523
C 1.01605 -0.17283 5.53818
C 1.27069 0.04785 4.19182
C 1.77573 -1.53120 1.21307
C 3.11832 -1.45346 1.56458
C 3.95691 -2.54684 1.41116
C 3.45251 -3.74693 0.92763
C 2.10597 -3.84312 0.59964
C 1.27350 -2.74119 0.73442
C 1.35993 2.33296 0.50409
C 2.21718 3.44214 0.50553
C 1.96994 4.46242 -0.38951
C 0.88822 4.37092 -1.25836
C 0.09895 3.23515 -1.17417
N 0.32503 2.24280 -0.32312
H 2.28618 1.42128 2.06062
H -1.59347 -1.15348 2.88077
H -2.05178 -1.57376 5.27439
H -0.37621 -0.93941 6.98530
H 1.75355 0.11027 6.28012
H 2.22249 0.49366 3.92024
H 3.53398 -0.51719 1.92538
H 5.00958 -2.45677 1.65277
H 4.10807 -4.59868 0.79341
H 1.70715 -4.77240 0.21149
H 0.23656 -2.79953 0.43040
H 3.05676 3.48604 1.19049
H 2.62545 5.32504 -0.41492
H 0.66560 5.14919 -1.97550
H -0.75610 3.09260 -1.82975
C 4.50121 0.74676 -0.77535
O 4.17346 -0.44639 -1.46144
P 2.67967 -0.50983 -2.12598
O 3.00456 0.57308 -3.32319
C 1.98271 1.40875 -3.85141
O 3.00809 -1.93856 -2.83716
C 1.96223 -2.80860 -3.24970
H 4.97252 1.45774 -1.45710
H 5.19863 0.49879 0.02593
H 3.61621 1.21993 -0.34111
H 1.93298 1.25741 -4.93077
H 2.22935 2.45175 -3.64545
H 1.01259 1.17644 -3.41275
H 2.20845 -3.81483 -2.90840
H 1.89784 -2.80238 -4.33974
H 1.00564 -2.50378 -2.82821
F -8.82715 -0.08663 -0.01372
C -8.31643 0.47677 -1.13390
F -8.98752 -0.09364 -2.16241
F -8.67993 1.77303 -1.10976
C -6.84091 0.28938 -1.24687
C -6.32911 -1.00348 -1.29470
C -4.96818 -1.21222 -1.40109
C -4.06451 -0.13543 -1.46531
C -4.60601 1.15907 -1.41177
C -5.97161 1.36929 -1.30492
C -2.65958 -0.35091 -1.56980
C -1.44745 -0.54185 -1.64532
H -7.00669 -1.84818 -1.24755
H -4.57007 -2.21741 -1.43873
H -3.92589 1.99964 -1.45072
H -6.36443 2.37644 -1.26418
```

Output
- LUMO: 2.60 eV
- HOMO-LUMO gap: 6.26 eV
- Charge: -1

Atomic partial charges in e from the Mulliken method, atoms 1 to 8:
1. Pd -0.020
2. N 0.271
3. P 0.147
4. C 0.544
5. C -0.333
6. C -0.541
7. C -0.429
8. C -0.702

No. 3
The following is a quantum chemistry calculation of a cluster of 2 separate species, CH5PS2 in total, from the Open Molecules 2025 dataset.

Structure (XYZ):
```
9
Properties=species:S:1:pos:R:3
P 2.55322 -1.32482 0.11480
S 3.29297 -2.79831 -0.89813
H 2.51084 -1.83228 1.38663
C -0.94050 -0.79011 -0.42898
S -0.36356 -0.37826 1.19761
H -1.71168 -0.12510 -0.66089
H -1.22887 -1.80780 -0.48440
H 0.00270 -0.80703 -0.98834
H 0.06806 0.84614 0.90695
```

Output
- LUMO: -1.29 eV
- HOMO-LUMO gap: 7.39 eV
- Structure (SMILES): P=S.CS

Atomic partial charges in e from the Mulliken method, atoms 1 to 8:
1. P 0.163
2. S -0.245
3. H 0.065
4. C -0.666
5. S -0.248
6. H 0.284
7. H 0.306
8. H 0.189

No. 4
The following is a quantum chemistry calculation of a cluster of 2 separate species, H4OS in total, from the Open Molecules 2025 dataset.

Structure (XYZ):
```
6
Properties=species:S:1:pos:R:3
O 0.67406 -0.81420 0.99682
H 1.27024 -0.81552 1.75709
H -0.15514 -0.50896 1.39116
S -0.80759 0.48726 -1.90826
H -1.08124 1.59451 -1.20948
H 0.09967 0.05692 -1.02732
```

Output
- LUMO: 0.65 eV
- HOMO-LUMO gap: 10.15 eV
- Structure (SMILES): O.S

The net atomic charges from Mulliken, expressed in e, are:
1. O -0.618
2. H 0.309
3. H 0.325
4. S -0.299
5. H 0.131
6. H 0.153

The records above yield relative energy (zero: lowest compared OMol25 entry of this formula, charge and spin) values of 0.00; 72.92; 189.98; 1.66 kJ/mol, respectively.
The records above yield F_max values of 1.26; 0.78; 2.32; 0.59 eV/Å, respectively.